# 1
C101H223N4O7P4 | the ωB97M-V functional and the def2-TZVPD basis

Positions of all 339 atoms, in Å:
C1 -1.12709 5.19836 0.27636
C2 0.04489 5.98741 -0.29115
C3 0.57548 7.03008 0.70587
N1 1.83141 7.81437 0.21062
C4 1.62798 8.30342 -1.24389
C5 2.07896 9.02613 1.13105
C6 3.51432 9.44931 0.93633
C7 4.25085 8.15058 0.42848
C8 3.15512 7.06698 0.25655
H1 -1.50599 4.41144 -0.37578
H2 -1.92732 5.85979 0.60840
H3 -0.69700 4.66362 1.12322
H4 -0.35611 6.50074 -1.16510
H5 0.88598 5.35102 -0.56626
H6 0.97099 6.50089 1.57284
H7 -0.18409 7.75798 0.99101
H8 2.36625 8.92436 -1.75131
H9 0.64263 8.76158 -1.32913
H10 1.65067 7.41878 -1.88029
H11 1.41759 9.82726 0.80108
H12 2.00962 8.60368 2.13346
H13 3.60269 10.12187 0.08313
H14 3.84058 10.06472 1.77474
H15 4.63479 8.26683 -0.58502
H16 5.08085 7.77955 1.02977
H17 3.31020 6.51779 -0.67213
H18 3.10396 6.46448 1.16346
C9 1.47107 5.79045 -8.90174
C10 0.96207 5.44085 -7.55681
C11 2.05335 4.91272 -6.54926
N2 1.43905 4.37851 -5.21158
C12 2.62415 4.18391 -4.22560
C13 0.72095 3.03130 -5.40042
C14 -0.28512 3.05681 -4.31175
C15 -0.41197 4.41280 -3.66516
C16 0.39414 5.36292 -4.56050
H19 2.11228 6.67041 -8.95288
H20 0.59095 5.93063 -9.52930
H21 1.92972 4.93957 -9.40547
H22 0.23551 4.64942 -7.74082
H23 0.55519 6.33779 -7.08986
H24 2.72516 5.73643 -6.30786
H25 2.68927 4.11522 -6.93354
H26 3.32287 3.46091 -4.64649
H27 2.25319 3.80466 -3.27341
H28 3.12973 5.13682 -4.06927
H29 1.55489 2.32982 -5.37672
H30 0.25880 2.87892 -6.37576
H31 -0.11537 2.34516 -3.50376
H32 -1.28196 2.84547 -4.69872
H33 -0.12685 4.42813 -2.61323
H34 -1.47856 4.61929 -3.75373
H35 0.96011 6.16350 -4.08421
H36 -0.26502 5.59074 -5.39818
C17 -3.54883 -4.73075 0.85068
C18 -2.84136 -6.03926 0.69653
C19 -1.67480 -5.90019 -0.30199
N3 -0.47710 -6.84724 0.06915
C20 0.16311 -6.34009 1.45103
C21 0.62699 -6.66690 -1.04351
C22 1.37596 -7.93799 -1.03268
C23 0.33714 -9.03674 -0.90846
C24 -0.81412 -8.40584 -0.06232
H37 -3.89665 -4.33071 -0.10173
H38 -3.02038 -4.01415 1.47942
H39 -4.50054 -4.82461 1.37369
H40 -3.50984 -6.85485 0.42077
H41 -2.40668 -6.35583 1.64465
H42 -1.19693 -4.92083 -0.32621
H43 -2.01787 -6.12269 -1.31239
H44 -0.27259 -6.91545 2.26787
H45 0.08598 -5.25691 1.54526
H46 1.21503 -6.62401 1.42028
H47 1.17305 -5.74334 -0.85129
H48 0.03325 -6.59711 -1.95493
H49 2.03788 -7.85149 -0.17101
H50 1.95990 -7.96793 -1.95259
H51 0.75839 -9.87954 -0.36043
H52 -0.11029 -9.49895 -1.78839
H53 -0.80604 -8.81056 0.94973
H54 -1.76867 -8.36593 -0.58704
C25 -3.21035 -0.90210 2.43626
C26 -2.02800 -0.07750 2.04270
C27 -1.28034 -0.58293 0.82345
N4 0.13847 -0.02502 0.63910
C28 1.20183 -0.21460 1.77241
C29 0.69489 -0.70794 -0.64400
C30 0.79260 0.33629 -1.72596
C31 1.01956 1.61496 -0.92045
C32 0.05489 1.42786 0.26959
H55 -3.03294 -1.97396 2.52423
H56 -4.07436 -0.89396 1.77179
H57 -3.58570 -0.48652 3.37142
H58 -1.27313 -0.07148 2.82899
H59 -2.38833 0.91136 1.75912
H60 -1.86501 -0.48737 -0.09149
H61 -1.20310 -1.66834 0.88686
H62 0.83981 0.34345 2.63590
H63 2.17487 0.09393 1.39017
H64 1.30514 -1.28119 1.97195
H65 1.65291 -1.17299 -0.41160
H66 -0.00947 -1.50415 -0.88491
H67 1.52704 0.14111 -2.50737
H68 -0.10615 0.46238 -2.32965
H69 2.06994 1.59853 -0.62974
H70 0.84523 2.57902 -1.39827
H71 0.37852 1.93490 1.17859
H72 -0.95813 1.75442 0.03455
C33 -2.60227 4.81373 -8.65298
C34 -3.96795 4.19510 -8.56059
C35 -4.60839 4.18378 -7.15378
C36 -3.94558 3.30774 -6.13292
P1 -4.48183 1.59264 -6.09261
C37 -3.22597 0.57151 -5.26746
C38 -1.93163 0.29279 -6.08892
C39 -0.90963 -0.59370 -5.29478
C40 0.12133 -1.52542 -6.11783
C41 -6.16620 1.45635 -5.24599
C42 -6.53357 0.01551 -4.99992
C43 -7.73699 0.00721 -4.01792
C44 -8.46432 -1.35456 -4.03696
C45 -4.63478 0.90574 -7.82551
C46 -5.86570 1.13717 -8.54428
C47 -5.80222 0.38396 -9.80830
C48 -6.92790 0.71352 -10.75483
H73 -2.55907 5.89392 -8.79235
H74 -2.09002 4.35832 -9.50050
H75 -1.90013 4.52672 -7.87021
H76 -3.87132 3.15839 -8.88308
H77 -4.59591 4.60855 -9.34979
H78 -5.64090 3.83445 -7.15426
H79 -4.70301 5.21677 -6.81900
H80 -4.06417 3.80161 -5.16848
H81 -2.89523 3.27683 -6.42259
H82 -3.70101 -0.29733 -4.81186
H83 -2.83101 1.19737 -4.46720
H84 -1.41436 1.12399 -6.56813
H85 -2.16518 -0.26860 -6.99357
H86 -1.39934 -1.38372 -4.72544
H87 -0.50024 -0.03866 -4.45072
H88 0.55618 -0.95348 -6.93752
H89 -0.41680 -2.39662 -6.49135
H90 0.98679 -1.85045 -5.54040
H91 -6.94211 1.98573 -5.79899
H92 -6.05511 1.95992 -4.28568
H93 -5.73912 -0.48816 -4.44921
H94 -6.76615 -0.45329 -5.95607
H95 -8.49996 0.74644 -4.26186
H96 -7.49127 0.32624 -3.00503
H97 -7.77788 -2.19955 -3.98309
H98 -8.97050 -1.44423 -4.99813
H99 -9.27105 -1.41500 -3.30647
H100 -4.48061 -0.16659 -7.70534
H101 -3.74001 1.16218 -8.39273
H102 -5.98693 2.17300 -8.86125
H103 -6.68015 1.02872 -7.82804
H104 -5.64900 -0.67945 -9.62446
H105 -4.88116 0.68494 -10.30747
H106 -6.93423 1.75259 -11.08407
H107 -7.85234 0.51177 -10.21373
H108 -6.97617 0.12252 -11.66943
C49 7.32561 -1.22442 -9.15665
C50 6.43570 -1.89080 -8.09453
C51 6.97124 -1.92054 -6.68851
C52 5.90343 -2.54993 -5.73956
P2 6.11439 -2.16103 -3.99782
C53 7.89039 -2.21825 -3.45101
C54 8.77760 -0.94527 -3.64826
C55 10.13628 -1.01212 -2.91438
C56 10.75343 0.39549 -3.04056
C57 4.98246 -3.27406 -3.11478
C58 3.57442 -3.30726 -3.68525
C59 2.65768 -4.39864 -3.18051
C60 1.14080 -4.22623 -3.51420
C61 5.53911 -0.50588 -3.69702
C62 5.27030 -0.22144 -2.13226
C63 4.79155 1.26414 -2.02549
C64 5.81150 2.36819 -2.46962
H109 8.12559 -1.92937 -9.38285
H110 7.82816 -0.31268 -8.83375
H111 6.74771 -1.04199 -10.06266
H112 6.16682 -2.88560 -8.44974
H113 5.44996 -1.43359 -8.00857
H114 7.13142 -0.89220 -6.36452
H115 7.88180 -2.51520 -6.61525
H116 5.95743 -3.62942 -5.88064
H117 4.92282 -2.10186 -5.89996
H118 8.35652 -3.04805 -3.98229
H119 7.89251 -2.56113 -2.41634
H120 8.38751 -0.01762 -3.22946
H121 8.91675 -0.83425 -4.72362
H122 10.76524 -1.89232 -3.04760
H123 9.86462 -1.18467 -1.87297
H124 11.77316 0.46226 -2.66137
H125 10.13651 1.17590 -2.59507
H126 10.75862 0.64453 -4.10172
H127 4.95040 -3.00688 -2.05852
H128 5.38503 -4.28419 -3.03946
H129 3.55826 -3.46844 -4.76314
H130 3.08985 -2.35691 -3.46138
H131 2.65149 -4.39069 -2.09055
H132 3.02476 -5.39197 -3.43868
H133 0.55534 -5.11345 -3.27301
H134 0.86250 -4.18927 -4.56743
H135 0.63768 -3.34433 -3.11770
H136 4.63065 -0.43972 -4.29570
H137 6.26871 0.20711 -4.08099
H138 6.18991 -0.36632 -1.56531
H139 4.51251 -0.90815 -1.75506
H140 4.62604 1.27951 -0.94824
H141 3.77200 1.38516 -2.39151
H142 6.82358 2.30678 -2.06960
H143 5.44587 3.30451 -2.04804
H144 5.84336 2.50057 -3.55108
C65 -4.36236 -0.33820 10.25894
C66 -3.96121 -1.31486 9.13984
C67 -5.23080 -2.19894 8.87971
C68 -4.84753 -3.62482 8.59886
P3 -4.07636 -4.00333 6.85149
C69 -2.39752 -3.24473 6.58073
C70 -1.85242 -3.51715 5.12614
C71 -0.47382 -2.90337 4.84638
C72 0.61821 -3.59674 5.67179
C73 -5.34182 -3.13618 5.79533
C74 -5.40180 -3.40414 4.30288
C75 -6.53295 -2.57130 3.68486
C76 -6.55716 -2.60221 2.17893
C77 -4.22154 -5.89354 6.56206
C78 -5.63132 -6.60402 6.64382
C79 -5.40766 -8.10420 6.40555
C80 -6.73715 -8.87667 6.30718
H145 -4.66384 -0.89171 11.14824
H146 -5.23111 0.25768 9.97909
H147 -3.50306 0.27171 10.53772
H148 -3.17662 -1.96515 9.52667
H149 -3.59230 -0.83372 8.23402
H150 -5.91691 -1.81416 8.12520
H151 -5.79770 -2.27770 9.80736
H152 -5.66930 -4.33973 8.55768
H153 -4.24736 -3.97083 9.44039
H154 -1.79082 -3.71105 7.35698
H155 -2.33166 -2.18923 6.84472
H156 -2.51503 -3.02635 4.41328
H157 -1.79916 -4.57315 4.86130
H158 -0.56253 -1.84108 5.07392
H159 -0.29518 -3.00344 3.77578
H160 0.56352 -4.68333 5.60516
H161 0.69078 -3.25112 6.70300
H162 1.63008 -3.46860 5.28737
H163 -5.17050 -2.09440 6.06633
H164 -6.24935 -3.48017 6.29148
H165 -5.50682 -4.46332 4.06793
H166 -4.45727 -3.18498 3.80495
H167 -6.50290 -1.52273 3.98100
H168 -7.43372 -3.04173 4.07907
H169 -7.00124 -3.47777 1.70534
H170 -5.73962 -2.29600 1.52628
H171 -7.27004 -1.81498 1.93362
H172 -3.51421 -6.29262 7.28906
H173 -3.59601 -6.20465 5.72539
H174 -6.38805 -6.30662 5.91786
H175 -6.10895 -6.45928 7.61285
H176 -4.77953 -8.55725 7.17256
H177 -4.79538 -8.33424 5.53360
H178 -7.24992 -9.05547 7.25227
H179 -6.61802 -9.83214 5.79632
H180 -7.43117 -8.35140 5.65104
C81 -3.57800 1.35026 5.64026
C82 -2.42276 2.38664 5.44421
C83 -1.17724 1.82147 6.17186
C84 0.02758 2.79673 6.02814
P4 1.71021 2.22894 6.57238
C85 2.90416 3.57742 6.31453
C86 4.28489 3.35242 6.84389
C87 4.75165 4.42442 7.78676
C88 4.38023 4.29871 9.19992
C89 1.93099 1.60477 8.22872
C90 1.17916 0.27066 8.51595
C91 1.77168 -0.45259 9.71074
C92 1.03960 -1.77994 10.00525
C93 2.09904 0.82560 5.39996
C94 3.50341 0.23708 5.46923
C95 3.76429 -0.97836 4.63709
C96 5.19023 -1.58241 4.96219
H181 -4.48644 1.70643 5.15449
H182 -3.82522 1.33713 6.70177
H183 -3.36381 0.36340 5.22997
H184 -2.69829 3.37522 5.81149
H185 -2.28801 2.63569 4.39163
H186 -1.03752 0.80711 5.79816
H187 -1.33491 1.70813 7.24442
H188 -0.07188 3.72585 6.58934
H189 -0.00149 3.20937 5.01969
H190 2.34581 4.40512 6.75184
H191 3.04184 3.96659 5.30572
H192 4.94560 3.33105 5.97723
H193 4.52645 2.37172 7.25374
H194 4.42187 5.41007 7.45835
H195 5.83568 4.48176 7.68837
H196 3.31652 4.32431 9.43649
H197 4.86700 5.12247 9.72199
H198 4.73942 3.37099 9.64535
H199 1.52052 2.30012 8.96090
H200 2.97634 1.46902 8.50607
H201 1.29094 -0.38818 7.65483
H202 0.10119 0.41854 8.58092
H203 1.68232 0.09904 10.64659
H204 2.85786 -0.50518 9.63618
H205 0.07593 -1.59019 10.47795
H206 1.73922 -2.37992 10.58720
H207 0.86544 -2.38838 9.11780
H208 1.86436 1.12820 4.37944
H209 1.32368 0.13613 5.73397
H210 3.52815 -0.08359 6.51070
H211 4.24981 0.99679 5.23725
H212 3.60225 -0.76850 3.57982
H213 3.07250 -1.77364 4.91470
H214 5.95252 -0.83587 4.73928
H215 5.46626 -2.45948 4.37682
H216 5.19758 -1.89221 6.00722
O1 3.64832 2.72764 2.48040
C97 2.61965 3.42205 2.30697
O2 2.50948 3.65645 1.07934
O3 1.74694 3.66205 3.16311
H217 3.35526 2.91388 1.58540
C98 -4.76641 2.44382 -0.69862
C99 -3.85185 2.17246 -1.89301
O4 -4.08388 2.85290 -2.92829
O5 -2.88152 1.35941 -1.73401
H218 -5.06239 1.55022 -0.14909
H219 -5.61399 2.97964 -1.12594
H220 -4.21820 3.03951 0.03125
C100 3.81528 -3.12809 1.53029
C101 2.79819 -3.95674 0.79830
O6 3.25937 -5.03326 0.35843
O7 1.64278 -3.52602 0.68619
H221 3.72462 -2.06303 1.31693
H222 4.82274 -3.50871 1.36218
H223 3.52748 -3.16615 2.58092

Atoms 1-3, force components in eV/Å:
0.959 -0.443 0.914
-0.220 0.927 -0.430
1.023 -0.446 -0.468

Calculated values
multiplicity = 1
HOMO-LUMO gap = 7.72 eV
HOMO energy = -15.60 eV
charge = +5
F_max = 11.3 eV/A

=====

# 2
C10Cl4N2O2PdS2 | the ωB97M-V functional and the def2-TZVPD basis

Positions of all 21 atoms, in Å:
Pd1 0.11614 -0.23066 -0.70122
S1 0.05090 0.47461 -2.86766
C1 0.85057 -0.93349 -3.28606
S2 1.07430 -1.88997 -1.93166
C2 1.29204 -1.28135 -4.65420
C3 2.39204 -0.62159 -5.22493
N1 3.30196 -0.07639 -5.69904
C4 0.60625 -2.27271 -5.37673
N2 0.03872 -3.09239 -5.97370
Cl1 -2.03611 2.89719 4.93208
C5 -1.34727 1.73498 3.83292
C6 -0.83120 0.54484 4.30534
Cl2 -0.85985 0.18433 6.00906
C7 -0.28248 -0.37471 3.39871
Cl3 0.37490 -1.88304 3.96431
C8 -0.23602 -0.13419 2.02616
O1 0.27783 -0.99692 1.17953
C9 -0.77327 1.10374 1.53477
O2 -0.74206 1.35499 0.24620
C10 -1.31242 2.00087 2.45577
Cl4 -1.95497 3.49186 1.83036

Atoms 1-3, force components in eV/Å:
-0.037 0.007 -0.044
0.005 0.555 -0.006
0.249 -0.248 -0.930

Calculated values
multiplicity = 1
HOMO-LUMO gap = 6.20 eV
HOMO energy = -1.96 eV
charge = -2
F_max = 1.0 eV/A

=====

no.,DFT total energy (hartree)
1,-6091.462084
2,-3406.216380